A:
CHClN2O2S | ωB97M-V/def2-TZVPD

ORCA input file:
```
! wB97M-V def2-TZVPD RIJCOSX def2/J DEFGRID3
* xyz 0 1
N 0.133 -2.112 -0.214
C 0.203 -1.280 0.567
S 0.130 0.457 0.852
O -1.099 0.582 1.515
O 1.375 1.049 1.159
N -0.092 0.784 -0.864
Cl -1.411 0.113 -1.731
H 0.761 0.407 -1.284
*
```

## Properties
- Frontier orbital gap: 10.74 eV
- M: 140.551 g/mol
- SMILES: N#CS(=O)(=O)NCl
- LUMO level: -0.28 eV

Per-atom Mulliken charges, elementary charge units:
1 N -0.30
2 C 0.25
3 S 1.05
4 O -0.49
5 O -0.48
6 N -0.36
7 Cl 0.00
8 H 0.34



B:
CHClN2O2S | ωB97M-V/def2-TZVPD

ORCA input file:
```
! wB97M-V def2-TZVPD RIJCOSX def2/J DEFGRID3
* xyz 0 1
C -2.160 -0.105 0.578
N -3.284 0.078 0.631
N 0.932 0.339 -0.979
O 1.558 0.179 1.533
O 1.157 -1.903 0.218
S 0.823 -0.545 0.541
Cl 0.659 2.023 -0.848
H 0.316 -0.066 -1.674
*
```

## Properties
- Frontier orbital gap (spin up / spin down): 6.40 / 6.40 eV
- M: 140.551 g/mol
- LUMO level (spin up / spin down): -4.48 / -4.48 eV

Per-atom Mulliken charges, elementary charge units:
1 C -0.12
2 N -0.29
3 N -0.22
4 O -0.41
5 O -0.42
6 S 1.06
7 Cl 0.06
8 H 0.35



In order of decreasing stability: A, B.



A:
C28H77N7O7 | ωB97M-V/def2-TZVPD

ORCA input file:
```
! wB97M-V def2-TZVPD RIJCOSX def2/J DEFGRID3
* xyz 0 1
C 4.033 -3.875 4.406
O 3.531 -3.662 3.078
C 2.537 -2.595 2.894
C 2.387 -2.063 1.432
C 3.664 -1.325 1.081
N 1.347 -1.024 1.344
H 3.297 -3.866 5.184
H 4.755 -3.089 4.754
H 4.601 -4.747 4.452
H 1.637 -2.962 3.331
H 2.882 -1.725 3.406
H 2.049 -2.847 0.745
H 3.471 -0.712 0.195
H 4.447 -2.044 0.866
H 3.977 -0.613 1.866
H 0.803 -1.158 2.147
H 0.915 -1.158 0.460
C -2.841 -7.709 4.317
O -2.843 -6.278 4.463
C -3.995 -5.644 4.108
C -3.986 -5.415 2.561
C -2.845 -4.438 2.145
N -5.293 -4.962 2.123
H -2.848 -7.964 3.274
H -3.556 -8.388 4.812
H -1.958 -8.198 4.723
H -4.904 -6.098 4.416
H -3.999 -4.632 4.525
H -3.861 -6.345 1.912
H -1.919 -4.985 1.958
H -2.630 -3.617 2.809
H -2.964 -3.988 1.167
H -5.984 -5.486 2.738
H -5.548 -4.022 2.149
C -2.320 3.114 -5.100
O -1.778 4.435 -4.760
C -0.847 4.291 -3.689
C 0.623 4.240 -4.141
C 1.039 3.105 -5.021
N 1.606 4.233 -3.094
H -1.906 2.197 -4.567
H -1.973 2.886 -6.067
H -3.369 3.053 -4.917
H -0.932 5.272 -3.203
H -1.104 3.593 -2.956
H 0.622 5.167 -4.745
H 2.170 2.957 -5.096
H 0.670 3.369 -6.045
H 0.460 2.244 -4.793
H 1.401 3.467 -2.445
H 1.586 5.081 -2.536
C -0.862 -3.049 -0.794
O 0.019 -2.185 -1.480
C -0.419 -0.862 -1.415
C 0.432 0.070 -2.283
C 1.823 0.289 -1.859
N -0.176 1.374 -2.260
H -1.205 -2.534 0.170
H -0.255 -3.830 -0.376
H -1.670 -3.471 -1.368
H -1.369 -0.940 -2.035
H -0.603 -0.546 -0.355
H 0.507 -0.399 -3.314
H 2.409 0.746 -2.634
H 2.348 -0.615 -1.868
H 1.823 0.839 -0.962
H -0.091 1.786 -1.305
H 0.448 2.087 -2.714
C -1.612 0.791 2.596
O -1.228 1.983 1.944
C -0.617 1.826 0.728
C -0.164 3.242 0.599
C -1.360 4.128 0.250
N 0.842 3.324 -0.408
H -2.218 0.072 1.969
H -2.035 1.067 3.482
H -0.775 0.246 2.965
H 0.145 1.104 0.797
H -1.392 1.567 0.026
H 0.350 3.473 1.496
H -1.791 3.947 -0.703
H -0.967 5.112 0.127
H -2.152 4.204 1.025
H 1.267 4.300 -0.330
H 1.700 2.825 -0.153
C 7.733 1.448 0.328
O 6.712 2.166 -0.204
C 5.505 1.824 0.520
C 4.288 2.479 -0.151
C 4.407 4.034 0.102
N 3.165 2.044 0.559
H 7.891 1.522 1.418
H 8.607 1.827 -0.234
H 7.728 0.335 0.141
H 5.418 0.726 0.496
H 5.562 2.114 1.528
H 4.270 2.193 -1.183
H 5.309 4.377 -0.285
H 4.330 4.169 1.144
H 3.608 4.561 -0.421
H 3.190 1.045 0.690
H 3.103 2.386 1.555
C -4.007 -1.358 0.918
O -4.596 -0.645 -0.053
C -3.724 0.343 -0.586
C -4.336 1.059 -1.768
C -4.353 0.191 -3.100
N -3.477 2.181 -2.022
H -4.000 -0.857 1.866
H -2.915 -1.631 0.842
H -4.500 -2.234 1.303
H -3.503 1.096 0.245
H -2.721 -0.135 -0.743
H -5.328 1.386 -1.471
H -4.806 0.736 -3.956
H -4.868 -0.690 -2.901
H -3.405 0.027 -3.370
H -2.581 1.774 -2.303
H -3.139 2.490 -1.172
*
```

## Properties
- Frontier orbital gap: 8.77 eV
- M: 623.966 g/mol
- SMILES: COC[C@H](C)N.COC[C@H](C)N.COC[C@H](C)N.COC[C@H](C)N.COC[C@H](C)N.COC[C@H](C)N.COC[C@H](C)N
- LUMO level: 0.37 eV

These are the Mulliken partial charges, in e, on atoms 1 to 99:
1 C -0.80
2 O -0.38
3 C -1.10
4 C 0.52
5 C -1.47
6 N 0.00
7 H 0.32
8 H 0.29
9 H 0.30
10 H 0.71
11 H 0.46
12 H 0.32
13 H 0.38
14 H 0.36
15 H 0.35
16 H 0.07
17 H -0.33
18 C -0.82
19 O -0.30
20 C -0.92
21 C 0.76
22 C -1.39
23 N -0.70
24 H 0.33
25 H 0.31
26 H 0.30
27 H 0.51
28 H 0.30
29 H 0.04
30 H 0.44
31 H 0.42
32 H 0.32
33 H 0.24
34 H 0.17
35 C -0.60
36 O -0.48
37 C 0.57
38 C 0.21
39 C -1.37
40 N -0.49
41 H -0.03
42 H 0.43
43 H 0.32
44 H 0.33
45 H -0.38
46 H 0.47
47 H 0.34
48 H 0.35
49 H 0.21
50 H 0.01
51 H 0.35
52 C -0.62
53 O -0.63
54 C -0.20
55 C 0.30
56 C -1.85
57 N 2.17
58 H -0.17
59 H 0.57
60 H 0.46
61 H 0.53
62 H 0.21
63 H 0.36
64 H 0.69
65 H 0.83
66 H 0.06
67 H -1.47
68 H -0.98
69 C -0.95
70 O -0.53
71 C 1.10
72 C 0.37
73 C -2.04
74 N 0.21
75 H 0.23
76 H 0.54
77 H 0.30
78 H -0.09
79 H -0.99
80 H 0.80
81 H 0.28
82 H 0.52
83 H 0.36
84 H 0.51
85 H -0.61
86 C -0.73
87 O -0.38
88 C -0.66
89 C 0.30
90 C -1.67
91 N -0.13
92 H 0.29
93 H 0.29
94 H 0.27
95 H 0.36
96 H 0.44
97 H 0.25
98 H 0.52
99 H 0.44



B:
C28H77N7O7 | ωB97M-V/def2-TZVPD

ORCA input file:
```
! wB97M-V def2-TZVPD RIJCOSX def2/J DEFGRID3
* xyz 0 1
C 4.167 0.354 8.214
O 3.386 -0.096 7.094
C 4.214 -0.775 6.125
C 3.230 -1.570 5.256
C 3.882 -2.438 4.172
N 2.350 -0.619 4.572
H 5.182 0.527 7.857
H 4.210 -0.390 9.010
H 3.863 1.336 8.576
H 4.677 0.006 5.523
H 5.055 -1.366 6.487
H 2.624 -2.170 5.934
H 4.742 -3.083 4.355
H 4.357 -1.770 3.453
H 3.152 -3.076 3.674
H 2.349 0.174 5.196
H 1.379 -0.868 4.455
C -1.783 1.244 0.755
O -1.146 0.094 0.353
C -0.237 -0.540 1.222
C 0.771 -1.547 0.510
C 2.048 -1.773 1.294
N 1.137 -0.916 -0.735
H -1.031 2.012 0.940
H -2.314 1.088 1.694
H -2.412 1.832 0.086
H 0.350 0.334 1.505
H -0.692 -0.960 2.119
H 0.234 -2.469 0.289
H 2.535 -0.855 1.624
H 2.838 -2.324 0.784
H 1.731 -2.344 2.166
H 0.384 -0.261 -0.892
H 1.868 -0.289 -0.429
C -3.672 4.298 -0.895
O -3.054 5.261 -1.637
C -2.558 6.377 -0.752
C -1.673 7.338 -1.606
C -0.297 6.799 -2.172
N -1.434 8.567 -0.898
H -4.505 4.766 -0.370
H -3.136 3.693 -0.164
H -4.135 3.626 -1.619
H -3.443 6.903 -0.393
H -1.980 5.951 0.068
H -2.316 7.641 -2.432
H -0.493 5.831 -2.633
H 0.453 6.764 -1.381
H 0.021 7.327 -3.071
H -0.531 8.380 -0.485
H -1.272 9.304 -1.569
C -2.119 2.568 -3.300
O -0.965 2.006 -3.781
C -0.704 0.636 -3.609
C 0.694 0.241 -3.989
C 1.232 0.628 -5.389
N 1.117 -1.112 -3.697
H -3.018 1.974 -3.465
H -2.259 3.447 -3.928
H -1.993 2.748 -2.232
H -1.048 0.430 -2.595
H -1.445 0.123 -4.222
H 1.297 0.745 -3.235
H 2.298 0.478 -5.562
H 1.008 1.693 -5.457
H 0.688 0.132 -6.193
H 0.902 -1.335 -2.736
H 2.116 -0.964 -3.701
C 4.902 -0.077 -2.283
O 4.046 0.617 -1.368
C 4.047 2.059 -1.353
C 2.960 2.727 -0.557
C 1.462 2.773 -1.137
N 3.195 4.166 -0.435
H 5.953 0.167 -2.128
H 4.617 -0.023 -3.334
H 4.932 -1.118 -1.962
H 5.031 2.274 -0.936
H 4.088 2.488 -2.355
H 2.964 2.224 0.410
H 1.493 3.321 -2.078
H 0.828 3.202 -0.361
H 1.170 1.724 -1.190
H 3.353 4.582 -1.342
H 4.113 4.355 -0.057
C -3.614 -1.481 3.773
O -3.580 -1.978 2.449
C -3.935 -3.334 2.525
C -2.880 -4.333 3.152
C -1.505 -4.302 2.394
N -3.330 -5.731 3.144
H -3.518 -0.405 3.629
H -2.933 -1.812 4.557
H -4.623 -1.624 4.162
H -4.836 -3.610 3.072
H -4.090 -3.582 1.475
H -2.629 -3.905 4.122
H -0.865 -5.170 2.554
H -0.950 -3.365 2.375
H -1.894 -4.445 1.386
H -4.312 -5.864 3.342
H -3.161 -6.183 2.256
C -1.712 -4.056 -5.741
O -1.440 -4.544 -4.482
C -2.360 -4.054 -3.462
C -2.296 -4.988 -2.119
C -3.380 -4.494 -1.161
N -1.037 -4.995 -1.390
H -0.831 -4.257 -6.351
H -1.677 -2.968 -5.688
H -2.671 -4.457 -6.071
H -2.008 -3.061 -3.182
H -3.378 -4.007 -3.849
H -2.525 -5.976 -2.519
H -4.362 -4.493 -1.634
H -3.271 -3.423 -0.986
H -3.361 -4.996 -0.194
H -0.734 -4.059 -1.160
H -0.328 -5.277 -2.051
*
```

## Properties
- Frontier orbital gap: 8.93 eV
- M: 623.966 g/mol
- SMILES: COC[C@H](C)N.COC[C@H](C)N.COC[C@H](C)N.COC[C@H](C)N.COC[C@H](C)N.COC[C@H](C)N.COC[C@H](C)N
- LUMO level: 0.63 eV

These are the Mulliken partial charges, in e, on atoms 1 to 99:
1 C -0.77
2 O -0.37
3 C -0.91
4 C 0.62
5 C -1.33
6 N -0.44
7 H 0.33
8 H 0.27
9 H 0.27
10 H 0.35
11 H 0.47
12 H 0.19
13 H 0.48
14 H 0.29
15 H 0.26
16 H 0.25
17 H 0.11
18 C -0.92
19 O -0.12
20 C -0.69
21 C 1.20
22 C -1.42
23 N -0.19
24 H 0.43
25 H 0.22
26 H 0.10
27 H 0.32
28 H 0.20
29 H -0.24
30 H 0.35
31 H 0.43
32 H 0.14
33 H -0.01
34 H -0.14
35 C -0.74
36 O -0.23
37 C -0.74
38 C 0.30
39 C -1.14
40 N -0.70
41 H 0.44
42 H 0.24
43 H 0.26
44 H 0.36
45 H 0.28
46 H 0.30
47 H 0.11
48 H 0.40
49 H 0.36
50 H 0.31
51 H 0.29
52 C -0.72
53 O -0.45
54 C -0.68
55 C 1.68
56 C -1.54
57 N -0.76
58 H 0.35
59 H 0.36
60 H 0.17
61 H 0.11
62 H 0.47
63 H -0.64
64 H 0.34
65 H 0.34
66 H 0.33
67 H 0.44
68 H 0.34
69 C -0.90
70 O -0.15
71 C -0.96
72 C 0.29
73 C -0.16
74 N -0.70
75 H 0.37
76 H 0.29
77 H 0.25
78 H 0.46
79 H 0.36
80 H 0.26
81 H 0.57
82 H 0.23
83 H -0.71
84 H 0.27
85 H 0.29
86 C -0.89
87 O -0.15
88 C -0.54
89 C 0.42
90 C -0.20
91 N -0.72
92 H 0.23
93 H 0.30
94 H 0.44
95 H 0.43
96 H 0.01
97 H 0.35
98 H 0.34
99 H -0.09



In order of decreasing stability: B, A.



A:
C4H8O4 | ωB97M-V/def2-TZVPD

ORCA input file:
```
! wB97M-V def2-TZVPD RIJCOSX def2/J DEFGRID3
* xyz 0 1
C 0.000 0.000 0.000
C 0.516 0.624 1.259
O 1.075 0.028 2.157
O 0.233 1.944 1.268
H -0.308 0.773 -0.724
H -0.902 -0.523 0.361
H 0.646 -0.729 -0.517
H 0.232 2.318 2.191
C -3.380 2.084 2.086
C -3.217 2.621 0.657
O -3.125 1.847 -0.272
O -3.334 3.999 0.550
H -4.108 1.275 2.265
H -3.678 2.964 2.681
H -2.387 1.747 2.429
H -3.108 4.342 -0.358
*
```

## Properties
- Frontier orbital gap: 10.98 eV
- M: 120.104 g/mol
- SMILES: CC(=O)O.CC(=O)O
- LUMO level: 0.46 eV

Per-atom Mulliken charges, elementary charge units:
1 C -0.72
2 C 0.60
3 O -0.56
4 O -0.44
5 H 0.26
6 H 0.20
7 H 0.32
8 H 0.34
9 C -0.74
10 C 0.69
11 O -0.52
12 O -0.47
13 H 0.28
14 H 0.30
15 H 0.13
16 H 0.35



B:
C4H8O4 | ωB97M-V/def2-TZVPD

ORCA input file:
```
! wB97M-V def2-TZVPD RIJCOSX def2/J DEFGRID3
* xyz 0 1
C 1.774 -1.968 1.082
C 0.465 -1.323 0.617
O -0.032 -1.568 -0.478
O 0.027 -0.368 1.331
H 1.790 -2.986 0.677
H 1.818 -1.990 2.141
H 2.595 -1.426 0.680
H -0.879 -0.207 0.981
O -0.155 2.509 -0.261
C -0.500 1.683 -1.339
C -1.525 0.802 -1.181
O -2.109 0.523 0.019
H 0.466 3.194 -0.539
H -0.100 1.796 -2.303
H -1.883 0.195 -1.996
H -1.753 1.134 0.569
*
```

## Properties
- Frontier orbital gap: 9.09 eV
- M: 120.104 g/mol
- SMILES: CC(=O)O.O/C=C\O
- LUMO level: 0.56 eV

Per-atom Mulliken charges, elementary charge units:
1 C -1.01
2 C 0.72
3 O -0.58
4 O -0.47
5 H 0.31
6 H 0.33
7 H 0.26
8 H 0.50
9 O -0.51
10 C -0.11
11 C -0.25
12 O -0.60
13 H 0.31
14 H 0.41
15 H 0.35
16 H 0.35



In order of decreasing stability: A, B.